(1)
Computed, not measured: C37H30N4O6PReS as an isolated structure, with ωB97M-V/def2-TZVPD.

Last column: Löwdin spin population.
Geometry (Å):
Re1 -1.3855 -0.0688 0.3652  0.8285
O1 -3.7373 -1.2787 -2.6906  -0.0017
C1 -2.7993 -1.4696 -1.9551  0.0052
O2 -2.0507 -0.4746 -1.5042  0.0189
C2 -2.3879 -2.8781 -1.5905  0.0007
C3 -3.2896 -3.8957 -1.8715  0.0004
C4 -2.9763 -5.2142 -1.5834  -0.0005
C5 -1.7471 -5.5252 -1.0212  0.0001
C6 -0.8377 -4.5164 -0.7415  -0.0007
C7 -1.1523 -3.1912 -1.0175  -0.0015
P1 -0.0269 -1.8245 -0.6059  -0.0072
C8 1.4195 -2.5913 0.2072  0.0003
C9 1.4090 -2.7835 1.5891  -0.0005
C10 2.5226 -3.3007 2.2332  0.0000
C11 3.6609 -3.6285 1.5103  -0.0001
C12 3.6793 -3.4419 0.1362  0.0002
C13 2.5661 -2.9257 -0.5119  0.0000
C14 0.6145 -1.3876 -2.2667  -0.0020
C15 0.7469 -2.3673 -3.2497  -0.0004
C16 1.2570 -2.0494 -4.4995  -0.0001
C17 1.6382 -0.7454 -4.7818  0.0000
C18 1.4977 0.2373 -3.8135  0.0000
C19 0.9843 -0.0788 -2.5640  -0.0003
H1 -4.2370 -3.6241 -2.3164  0.0000
H2 -3.6916 -5.9985 -1.7960  0.0000
H3 -1.4964 -6.5528 -0.7900  0.0000
H4 0.1141 -4.7595 -0.2864  0.0000
H5 0.5336 -2.5133 2.1600  -0.0003
H6 2.5012 -3.4330 3.3074  0.0000
H7 4.5333 -4.0213 2.0174  0.0000
H8 4.5653 -3.6860 -0.4361  0.0000
H9 2.6068 -2.7630 -1.5800  0.0000
H10 0.4449 -3.3866 -3.0415  0.0000
H11 1.3495 -2.8205 -5.2539  0.0000
H12 2.0332 -0.4943 -5.7582  0.0000
H13 1.7772 1.2604 -4.0296  0.0000
H14 0.8445 0.7077 -1.8364  -0.0001
S1 -0.6353 4.4209 1.9169  0.0012
C20 0.3589 4.4186 3.2509  0.0006
N1 1.0617 4.4256 4.1812  0.0023
C21 2.4601 2.9123 0.5050  0.0001
N2 3.1692 1.6461 0.5769  0.0003
C22 4.4036 1.7384 1.3232  0.0001
C23 2.3282 0.4925 0.8352  0.0035
C24 1.3120 0.5765 1.9597  0.0307
C25 1.6328 1.1753 3.1643  -0.0078
C26 0.7006 1.3136 4.1912  0.0376
C27 -0.5704 0.8017 4.0444  -0.0044
C28 -0.9084 0.1379 2.8674  0.0453
C29 0.0087 0.0688 1.8028  -0.0053
H15 3.1036 3.6554 0.0268  0.0000
H16 2.1521 3.3045 1.4825  -0.0001
H17 1.5546 2.7996 -0.0905  0.0001
H18 5.1004 2.3874 0.7851  0.0000
H19 4.8611 0.7511 1.4095  0.0000
H20 4.2945 2.1592 2.3345  0.0000
H21 2.9856 -0.3641 1.0124  0.0017
H22 1.7762 0.2688 -0.0793  0.0002
H23 2.6156 1.6047 3.2994  -0.0010
H24 0.9708 1.8548 5.0860  0.0018
H25 -1.2986 0.8895 4.8393  -0.0012
H26 -1.8940 -0.3169 2.8116  0.0045
O3 -1.6447 -2.8775 1.9460  0.0171
N3 -2.7556 -2.5395 1.6270  0.0038
O4 -2.8416 -1.3736 1.0461  0.0109
O5 -4.7935 1.9583 1.1861  -0.0002
C30 -3.8152 2.3202 0.5950  0.0001
N4 -2.6191 1.6066 0.4251  -0.0027
C31 -1.7591 2.3349 -0.3121  0.0112
O6 -0.6798 1.7661 -0.6103  0.0061
C32 -2.3395 3.6365 -0.6848  -0.0002
C33 -1.8510 4.7188 -1.3835  0.0019
C34 -2.6930 5.8192 -1.5107  -0.0002
C35 -3.9668 5.8177 -0.9509  0.0021
C36 -4.4447 4.7183 -0.2414  -0.0004
C37 -3.6078 3.6330 -0.1204  0.0016
H27 -0.8484 4.7194 -1.7882  0.0001
H28 -2.3477 6.6976 -2.0400  -0.0001
H29 -4.5920 6.6947 -1.0612  0.0001
H30 -5.4282 4.7124 0.2088  -0.0001

Its charge is -1. For the orbital gap (spin up / spin down), the calculation gives 6.2243 / 5.9100 eV. For the total energy, the calculation gives -2916.30121 a.u. The calculation puts the molecular weight at 875.92 g/mol. As for the spin multiplicity: 2. The value obtained for the max |F| is 0.49 eV Å⁻¹. The LUMO energy (spin up / spin down) is 1.7 / 1.4 eV.

(2)
Computed, not measured: a 9-piece molecular cluster, C47H92BNO14S overall, with ωB97M-V/def2-TZVPD.

Last column: Mulliken charge in e.
Geometry (Å):
C1 -2.7936 -2.1639 -7.1258  -0.1817
C2 -1.7593 -1.7843 -6.5874  -0.5565
C3 -0.4968 -1.2177 -5.8141  -0.2465
C4 -1.0420 -0.7694 -4.3546  0.4537
N1 -2.3191 -0.0336 -4.6510  -0.6132
C5 -0.0677 0.2901 -3.6668  -1.1250
C6 0.4306 -0.0531 -2.1805  1.3431
B1 1.9187 -0.6449 -2.2906  -0.0115
O1 2.8751 0.2987 -2.8698  -0.6259
C7 2.5447 -2.0505 -1.8411  0.3876
C8 1.8886 -3.3488 -2.5628  -0.8454
C9 -0.6327 -0.8226 -1.2774  0.5404
C10 -0.0731 -1.0459 0.1835  -1.5650
C11 0.6482 0.1931 0.8557  0.6359
C12 -0.1666 1.5540 0.8390  -0.9886
O2 -1.8348 -0.0703 -1.4171  0.1616
C13 -2.8175 -0.1470 -0.3986  -0.5080
C14 -3.6789 -1.4716 -0.2908  0.4833
C15 -4.8899 -1.1092 0.7189  -1.4542
O3 -3.0082 -2.5950 0.3090  -0.3447
O4 -0.9444 -2.1877 -1.7654  -0.2640
S1 -1.5134 -2.2149 -3.3019  1.5841
O5 -2.9884 -2.3663 -3.4038  -0.7172
O6 -0.9618 -3.4229 -3.9805  -0.7823
H1 -3.8528 -2.1654 -7.5058  0.3376
H2 0.3346 -1.9743 -5.7545  0.2274
H3 -0.2312 -0.2552 -6.3415  0.5229
H4 -2.6082 0.4576 -3.7870  0.2567
H5 -2.1578 0.6832 -5.3666  0.3186
H6 0.8091 0.4502 -4.3841  0.2758
H7 -0.5933 1.2999 -3.6273  -0.2738
H8 0.5386 0.9794 -1.6931  -0.9131
H9 3.0924 -0.1181 -3.7328  0.2689
H10 3.6382 -2.0871 -2.1876  0.4310
H11 2.6263 -2.1978 -0.7080  -0.2506
H12 2.7135 -4.1321 -2.6548  0.4658
H13 1.0693 -3.8216 -1.9505  0.0998
H14 1.5918 -3.0779 -3.6165  0.1571
H15 0.6520 -1.9272 0.1211  0.2135
H16 -0.8524 -1.4093 0.9360  0.5046
H17 1.6884 0.4104 0.4288  -0.5605
H18 0.8341 -0.0796 1.9484  0.5435
H19 -0.6227 1.8310 -0.1555  0.0789
H20 -1.0291 1.4568 1.5854  0.2341
H21 0.4544 2.4436 1.1929  0.3741
H22 -2.4799 0.1060 0.6641  -0.0369
H23 -3.5824 0.6749 -0.6261  0.3572
H24 -4.2002 -1.7795 -1.2488  0.1634
H25 -4.5276 -0.8503 1.7552  0.2246
H26 -5.4273 -0.1969 0.2859  0.3977
H27 -5.6518 -1.9507 0.6988  0.4708
H28 -3.0214 -3.3768 -0.2800  0.3246
C16 -7.4673 1.0058 4.8158  -0.2649
C17 -8.1439 1.9576 3.8512  -0.5548
C18 -6.9919 2.3671 2.9526  -0.5004
O7 -6.0879 1.2556 2.9041  -0.3407
C19 -6.4625 0.3108 3.9173  -0.5065
H29 -8.1530 0.3132 5.3034  0.2400
H30 -6.9449 1.5730 5.5922  0.1736
H31 -8.8994 1.4205 3.2689  0.3015
H32 -8.6278 2.8064 4.3371  0.3189
H33 -6.4490 3.2234 3.3673  0.2646
H34 -7.3180 2.6187 1.9409  0.2948
H35 -6.9097 -0.5561 3.4182  0.2469
H36 -5.5733 -0.0194 4.4583  0.3498
C20 0.8557 5.6320 -2.9592  -0.1873
C21 -0.6403 5.7550 -3.1573  -0.7246
C22 -1.0958 4.3146 -3.0171  -0.4120
O8 -0.1830 3.6769 -2.1137  -0.1546
C23 0.9455 4.5398 -1.9106  -0.4595
H37 1.3352 6.5605 -2.6487  0.4428
H38 1.3263 5.2983 -3.8878  -0.0475
H39 -1.0718 6.3630 -2.3561  0.3050
H40 -0.9222 6.2002 -4.1126  0.3296
H41 -1.0439 3.7859 -3.9761  0.1958
H42 -2.1135 4.2322 -2.6290  0.2955
H43 0.8732 4.9539 -0.8988  0.2914
H44 1.8687 3.9609 -1.9845  0.1760
C24 6.1474 -2.7109 2.3690  0.3190
C25 5.2090 -3.7345 2.9770  -0.7192
C26 3.8526 -3.0885 2.7578  -0.4822
O9 3.9553 -2.3060 1.5616  -0.2867
C27 5.3414 -2.2059 1.1896  0.2773
H45 7.1155 -3.1202 2.0783  -0.4297
H46 6.3193 -1.8966 3.0807  0.2998
H47 5.2709 -4.6730 2.4166  0.2988
H48 5.4133 -3.9502 4.0270  0.3925
H49 3.5967 -2.4120 3.5808  0.3048
H50 3.0507 -3.8227 2.6487  0.2775
H51 5.4972 -2.8337 0.3046  0.1422
H52 5.5790 -1.1738 0.9299  -0.2299
C28 1.8252 6.8365 -7.9129  -0.6014
C29 2.6701 8.0639 -7.6423  -0.5353
C30 2.2534 8.4271 -6.2294  -0.5022
O10 1.9013 7.2016 -5.5727  -0.3079
C31 1.8087 6.1608 -6.5548  -0.3107
H53 2.2206 6.1959 -8.7022  0.3412
H54 0.8111 7.1384 -8.1928  0.2824
H55 3.7310 7.7956 -7.6617  0.2632
H56 2.5104 8.8739 -8.3551  0.3317
H57 1.3696 9.0739 -6.2293  0.2901
H58 3.0495 8.9257 -5.6725  0.2626
H59 2.6752 5.5024 -6.4285  0.2649
H60 0.9005 5.5771 -6.3871  0.2142
C32 -9.9757 0.1961 9.6984  -0.5558
C33 -10.6525 1.1465 8.7330  -0.6080
C34 -9.5004 1.5554 7.8345  -0.2223
O11 -8.5959 0.4437 7.7874  -0.3423
C35 -8.9702 -0.5000 8.8007  -0.4729
H61 -10.6619 -0.4971 10.1866  0.3341
H62 -9.4535 0.7645 10.4744  0.2531
H63 -11.4075 0.6087 8.1511  0.2808
H64 -11.1366 1.9953 9.2178  0.3508
H65 -8.9578 2.4121 8.2483  0.2630
H66 -9.8264 1.8059 6.8223  0.1632
H67 -9.4169 -1.3674 8.3026  0.2737
H68 -8.0811 -0.8292 9.3420  0.2717
C36 10.3484 -5.2874 0.5959  -0.6381
C37 10.8931 -4.3130 -0.4267  -0.5403
C38 9.7275 -3.3580 -0.6030  -0.4766
O12 9.0290 -3.3185 0.6492  -0.3462
C39 9.5160 -4.3804 1.4821  -0.3046
H69 11.1215 -5.8264 1.1451  0.3421
H70 9.7040 -6.0217 0.1024  0.2822
H71 11.7532 -3.7800 -0.0097  0.2601
H72 11.2036 -4.7833 -1.3606  0.3341
H73 9.0292 -3.7192 -1.3654  0.2820
H74 10.0489 -2.3503 -0.8749  0.2541
H75 10.1251 -3.9322 2.2747  0.2404
H76 8.6739 -4.9016 1.9427  0.2409
C40 -2.8625 -4.8274 2.7264  -0.3556
C41 -4.3599 -4.7184 2.5286  -0.0425
C42 -4.7981 -6.1668 2.6421  -0.5149
O13 -3.8786 -6.8093 3.5349  -0.3951
C43 -2.7617 -5.9382 3.7551  -0.4988
H77 -2.3941 -3.8989 3.0547  0.3367
H78 -2.3861 -5.1391 1.7915  0.1680
H79 -4.7996 -4.1300 3.3404  0.1874
H80 -4.6458 -4.2594 1.5821  0.0024
H81 -4.7388 -6.6772 1.6746  0.2705
H82 -5.8150 -6.2687 3.0274  0.2832
H83 -2.8400 -5.5433 4.7742  0.2662
H84 -1.8319 -6.5050 3.6721  0.2924
C44 7.4540 2.5786 -0.5935  -0.6379
C45 5.9603 2.7053 -0.8128  -0.5789
C46 5.5050 1.2624 -0.7094  0.2830
O14 6.4035 0.6066 0.1944  -0.3791
C47 7.5275 1.4638 0.4339  -0.5845
H85 7.9288 3.5010 -0.2557  0.3728
H86 7.9402 2.2636 -1.5222  0.2630
H87 5.5156 3.2966 -0.0060  0.3206
H88 5.6925 3.1697 -1.7629  0.3301
H89 5.5723 0.7532 -1.6759  0.1137
H90 4.4818 1.1708 -0.3387  -0.2072
H91 7.4391 1.8565 1.4528  0.3166
H92 8.4517 0.8865 0.3625  0.2641

Its SMILES is C#CC[C@]1(N)C[C@H](B(O)CC)[C@@](CCC)(OC[C@H](C)O)OS1(=O)=O.C1CCOC1.C1CCOC1.C1CCOC1.C1CCOC1.C1CCOC1.C1CCOC1.C1CCOC1.C1CCOC1. For the orbital gap, the calculation gives 9.2332 eV. For the total energy, the calculation gives -3376.88079 a.u. The calculation puts the molecular weight at 938.12 g/mol. The value obtained for the max |F| is 6.89 eV Å⁻¹. The LUMO energy is 0.3 eV.

(3)
Computed, not measured: C2H4AuLiO2 as an isolated structure, with ωB97M-V/def2-TZVPD.

Last column: natural (NBO) charge in e.
Geometry (Å):
O1 -0.0719 -0.9300 0.0118  -0.8245
C1 -0.8448 0.1687 -0.2593  -0.2234
C2 -0.0445 1.4293 -0.1717  0.4815
O2 1.1623 1.3965 0.0515  -0.4241
H1 -1.6951 0.2913 0.4443  0.2989
H2 -1.3028 0.1656 -1.2705  0.3011
H3 -0.5275 2.3833 -0.4437  0.2761
Au1 1.6958 -0.4623 0.3694  1.2154
Li1 0.3575 -2.6844 -0.1003  0.9795
H4 1.2709 -1.7580 1.3685  -0.0805

Its charge is +2. For the orbital gap (spin up / spin down), the calculation gives 9.4677 / 6.3756 eV. For the total energy, the calculation gives -371.40645 a.u. The calculation puts the molecular weight at 263.96 g/mol. As for the spin multiplicity: 3. The value obtained for the max |F| is 7.84 eV Å⁻¹. The LUMO energy (spin up / spin down) is -9.9 / -14.3 eV.

(4)
Computed, not measured: C4H5NO2 as an isolated structure, with ωB97M-V/def2-TZVPD.

Last column: natural (NBO) charge in e.
Geometry (Å):
C1 1.7315 1.2993 -0.6046  -0.2445
O1 1.3488 0.4901 0.5296  -0.5165
C2 0.0874 0.0012 0.5375  0.4716
N1 -0.9806 0.6863 0.5433  -0.1094
O2 -2.1099 0.0528 0.4689  -0.3500
C3 -1.6774 -1.7217 0.4435  0.0150
C4 -0.3742 -1.7607 0.4601  -0.3484
H1 1.4177 0.8157 -1.5346  0.1839
H2 1.2856 2.2981 -0.5394  0.1920
H3 2.8237 1.3845 -0.5843  0.1971
H4 -2.6945 -2.0788 0.4344  0.2462
H5 0.4908 -2.4322 0.4516  0.2630

For the orbital gap, the calculation gives 10.1781 eV. For the total energy, the calculation gives -360.47090 a.u. The calculation puts the molecular weight at 99.09 g/mol. The value obtained for the max |F| is 3.48 eV Å⁻¹. The LUMO energy is 0.9 eV.